[1]
Here is a structure of composition C41H62N5O2Se2Tl from the Open Molecules 2025 dataset. Energies are from the ωB97M-V functional and the def2-TZVPD basis.

```
113
Properties=species:S:1:pos:R:3:forces:R:3
Tl 0.731 -0.315 -0.673 0.39 -0.03 -0.26
C -4.407 -0.087 3.529 0.61 0.30 -0.64
N -3.528 -0.547 2.437 -1.58 -0.20 0.68
C -4.098 -1.314 1.359 -0.57 0.09 -0.64
C -2.338 0.026 2.259 3.51 -0.70 -1.99
O -1.502 -0.299 1.364 -2.88 1.16 2.61
H -4.912 0.849 3.236 -0.10 -0.34 0.19
H -3.781 0.111 4.399 -0.07 0.09 0.02
H -5.127 -0.860 3.812 0.10 0.08 -0.27
H -4.798 -0.706 0.742 0.39 -0.13 0.34
H -4.674 -2.176 1.708 0.26 0.03 0.20
H -3.277 -1.627 0.722 0.00 -0.14 -0.08
H -2.093 0.776 3.035 0.03 -0.10 -0.21
N 0.910 -3.312 1.278 -0.48 -0.59 0.62
C 0.195 -3.851 2.010 0.10 0.57 -0.64
C -0.729 -4.493 2.911 -0.05 -0.25 0.70
C -0.937 -3.951 4.193 0.11 -0.21 -0.40
C -1.692 -4.657 5.117 -0.20 0.19 -0.13
C -2.303 -5.842 4.745 0.15 -0.37 -0.37
C -2.097 -6.413 3.480 -0.24 0.51 0.46
C -1.316 -5.723 2.561 0.33 0.24 0.18
H -0.513 -2.989 4.449 0.18 -0.05 -0.05
H -1.835 -4.291 6.133 0.02 0.11 -0.29
H -2.953 -6.321 5.459 -0.04 -0.30 0.12
H -2.573 -7.371 3.262 0.22 0.34 -0.18
H -1.096 -6.103 1.574 -0.11 -0.17 -0.03
C -4.103 2.139 -5.391 -0.65 0.53 0.64
C -4.439 3.012 -4.147 0.63 0.41 -0.62
C -4.824 2.337 -2.840 0.15 0.32 0.35
C -3.755 1.548 -2.054 -0.67 -0.09 1.66
N -2.907 2.339 -1.125 -0.59 0.40 1.27
C -1.541 2.507 -1.282 0.72 0.34 -4.54
Se -0.699 1.908 -2.894 -0.65 1.55 2.30
N -1.068 3.354 -0.300 -0.79 0.65 1.07
C 0.271 3.998 -0.270 -0.14 -0.31 0.08
C 0.259 5.514 -0.605 -0.52 -0.29 -0.08
C 0.547 5.939 -2.073 0.26 -0.08 0.62
C 1.927 5.500 -2.615 -0.37 0.37 0.26
C -2.176 3.735 0.491 1.84 0.85 0.08
C -2.295 4.634 1.552 0.05 -0.23 0.66
C -3.533 4.720 2.248 0.19 -0.41 -0.88
C -4.652 4.047 1.738 1.06 0.56 0.65
C -4.546 3.272 0.573 -0.16 -0.15 0.05
C -3.297 3.107 -0.017 -1.14 -1.58 -1.09
H -4.282 2.774 -6.273 0.33 -0.31 0.10
H -4.801 1.289 -5.468 0.35 0.10 0.05
H -3.066 1.811 -5.354 -0.07 -0.20 -0.11
H -5.250 3.693 -4.442 -0.07 -0.18 0.19
H -3.584 3.679 -3.948 -0.12 -0.26 -0.07
H -5.681 1.678 -3.007 0.02 -0.15 -0.02
H -5.188 3.146 -2.193 -0.04 -0.19 0.07
H -3.079 0.987 -2.701 -0.02 0.05 0.18
H -4.317 0.841 -1.372 0.54 0.41 -0.76
H 0.874 3.472 -1.024 -0.14 -0.14 0.42
H 0.709 3.842 0.752 -0.38 -0.01 -0.88
H 0.975 6.013 0.068 -0.18 -0.08 -0.23
H -0.757 5.870 -0.347 0.48 0.14 0.00
H 0.479 7.034 -2.042 -0.03 -0.06 -0.27
H -0.250 5.558 -2.721 0.10 0.05 0.03
H 2.699 5.562 -1.839 -0.08 0.14 -0.12
H 2.251 6.089 -3.491 -0.20 -0.14 0.36
H 1.870 4.471 -2.920 0.08 -0.56 -0.18
H -1.445 5.194 1.948 -0.09 -0.29 -0.26
H -3.560 5.298 3.174 -0.23 -0.11 -0.36
H -5.559 4.126 2.311 -0.44 -0.09 -0.18
H -5.406 2.774 0.151 -0.12 -0.07 0.03
C -1.714 -2.717 -4.827 -0.72 -1.20 0.62
C -1.990 -3.154 -3.352 1.06 0.87 0.12
O -0.818 -2.958 -2.486 -1.01 -1.73 -1.24
C 0.022 -4.130 -2.670 -0.06 0.34 0.22
C 1.417 -3.808 -2.183 -0.53 1.36 -0.77
H -2.604 -2.260 -5.305 0.32 -0.43 0.27
H -1.399 -3.625 -5.379 -0.11 0.72 -0.09
H -0.939 -1.981 -4.821 0.67 0.49 0.01
H -2.313 -4.194 -3.296 0.07 -0.23 -0.04
H -2.797 -2.578 -2.932 -0.18 0.52 0.30
H 0.022 -4.383 -3.744 0.09 -0.08 0.32
H -0.394 -4.988 -2.090 -0.07 0.34 -0.36
H 1.754 -2.918 -2.758 -0.11 -0.25 0.63
H 2.137 -4.573 -2.367 0.34 -0.88 -0.10
H 1.370 -3.596 -1.124 0.25 0.23 0.24
C 8.419 -1.474 1.331 -0.05 -0.09 1.15
C 7.094 -1.260 0.680 0.23 -0.29 -2.31
C 7.040 -1.471 -0.735 -0.83 0.42 1.35
C 5.786 -1.292 -1.379 -0.17 0.11 0.65
C 5.720 -1.435 -2.876 -0.40 1.00 0.43
C 4.660 -0.972 -0.642 0.47 0.04 -1.05
C 4.687 -0.731 0.758 0.08 -0.20 0.86
C 5.984 -0.867 1.392 -0.75 -0.01 -0.23
N 3.516 -0.445 1.306 -0.75 -0.14 0.71
C 3.285 -0.329 2.778 0.85 -0.11 -1.96
C 4.134 0.857 3.306 -0.27 -0.24 1.02
C 3.535 -1.693 3.471 0.40 0.64 -0.38
C 1.801 -0.004 2.898 0.17 0.58 -0.22
H 9.149 -1.916 0.655 0.10 0.27 -0.10
H 8.306 -2.176 2.170 0.06 0.02 -0.06
H 8.775 -0.542 1.790 0.27 -0.11 -0.25
H 7.937 -1.700 -1.303 -0.03 -0.08 0.08
H 6.214 -0.553 -3.309 -0.07 -0.26 -0.17
H 4.689 -1.458 -3.249 0.23 -0.09 0.07
H 6.271 -2.312 -3.134 0.33 -0.72 -0.61
H 3.688 -0.830 -1.127 0.42 -0.11 -0.04
H 6.053 -0.673 2.449 0.21 -0.07 0.27
H 5.024 0.562 3.884 -0.22 -0.09 -0.16
H 3.521 1.488 3.988 0.36 -0.06 -0.44
H 4.478 1.398 2.428 -0.10 0.35 0.15
H 4.587 -1.981 3.449 0.03 0.12 -0.01
H 2.997 -2.450 2.914 -0.29 -0.18 -0.07
H 3.206 -1.670 4.500 -0.19 -0.07 0.54
H 1.526 0.986 2.479 0.31 -0.57 -0.01
H 1.548 0.011 3.933 -0.36 0.15 1.24
H 1.187 -0.763 2.439 -0.09 -0.19 -0.43
Se 1.368 0.236 -3.261 1.10 -1.10 -0.53
```
Forces are in eV/Å.

Its charge is -2. The calculation puts the total energy at -190451.410 eV. The gap between HOMO and LUMO (alpha / beta) is 2.33 / 2.27 eV.

Results of the Mulliken charge analysis, in e, for atoms 1 through 99:
1 Tl 0.6914
2 C -0.9263
3 N 0.3480
4 C -0.9939
5 C -0.1139
6 O -0.6359
7 H 0.2883
8 H 0.3260
9 H 0.2965
10 H 0.2679
11 H 0.3428
12 H 0.2898
13 H 0.2878
14 N -0.3123
15 C -0.2146
16 C 0.5436
17 C -0.3022
18 C -0.6406
19 C -0.2625
20 C -0.5964
21 C -0.3563
22 H 0.5215
23 H 0.3598
24 H 0.3744
25 H 0.3548
26 H 0.4987
27 C -1.1025
28 C -0.5634
29 C -0.5653
30 C -0.3714
31 N 0.8864
32 C -0.9344
33 Se -0.1599
34 N 0.8978
35 C -0.8139
36 C -0.5516
37 C -0.4114
38 C -1.1763
39 C 0.2126
40 C -0.5560
41 C -0.8000
42 C -0.7704
43 C -0.7813
44 C 0.4121
45 H 0.3746
46 H 0.2626
47 H 0.2506
48 H 0.4384
49 H 0.1174
50 H 0.5403
51 H 0.2139
52 H 0.3282
53 H -0.1904
54 H 0.3644
55 H 0.1929
56 H 0.4265
57 H 0.2727
58 H 0.3814
59 H 0.1842
60 H 0.2910
61 H 0.3555
62 H 0.2865
63 H 0.3765
64 H 0.3698
65 H 0.3946
66 H 0.4054
67 C -0.9758
68 C -0.4262
69 O -0.0565
70 C -0.3150
71 C -0.6692
72 H 0.3383
73 H 0.3413
74 H 0.1920
75 H 0.3364
76 H 0.2834
77 H 0.3448
78 H 0.1999
79 H 0.1133
80 H 0.5076
81 H -0.1800
82 C -1.5713
83 C 0.7496
84 C -0.8895
85 C 0.4972
86 C -1.5730
87 C -0.4434
88 C 0.7472
89 C -0.2824
90 N 0.0144
91 C 2.1448
92 C -1.8385
93 C -1.7665
94 C -1.7115
95 H 0.3241
96 H 0.3002
97 H 0.2907
98 H 0.1606
99 H 0.2761

[2]
Here is an isolated molecule of C5H8N2O from the Open Molecules 2025 dataset. Energies are from the ωB97M-V functional and the def2-TZVPD basis.

```
16
Properties=species:S:1:pos:R:3:forces:R:3
C 0.882 0.627 -1.205 -1.58 2.74 -0.84
C 0.119 1.622 -0.673 0.25 1.27 -0.33
C -0.315 1.397 0.856 0.35 -4.00 -3.77
O -1.476 0.583 0.650 -0.50 -3.09 0.11
C -1.392 -0.905 0.432 2.07 1.07 -1.64
N -0.395 -1.732 0.101 -1.76 1.88 0.16
N 0.947 -1.485 -0.211 -2.83 0.06 0.84
C 1.498 -0.194 -0.112 1.95 -1.80 -5.32
H 0.923 0.404 -2.415 0.43 0.51 3.61
H -0.375 2.594 -1.269 1.15 -3.08 1.71
H 0.214 0.911 1.675 0.99 0.17 -0.72
H -0.683 2.186 1.283 -2.12 5.06 1.98
H -2.500 -1.150 0.250 2.15 -0.34 0.77
H 1.536 -2.238 -0.355 0.36 -1.96 -0.02
H 2.593 -0.148 -0.235 -0.06 -0.93 -0.65
H 1.487 0.006 0.851 -0.85 2.43 4.12
```
Forces are in eV/Å.

The calculation puts the total energy at -10336.205 eV. The gap between HOMO and LUMO is 9.04 eV. Its SMILES is C1=C\CO/C=N\NC/1. As for the energy above the lowest of the compared OMol25 structures with the same formula, charge and spin: 629.18 kJ/mol.

Charge distribution, Mulliken scheme, values in e:
1 C -0.3594
2 C -0.1022
3 C -0.6283
4 O -0.3658
5 C 0.0689
6 N -0.6336
7 N 0.0783
8 C -0.5740
9 H 0.2129
10 H 0.2283
11 H 0.3043
12 H 0.4323
13 H 0.3010
14 H 0.2316
15 H 0.4197
16 H 0.3860

[3]
Here is a structure of composition C33H23Br2IN4O2Pt from the Open Molecules 2025 dataset. Energies are from the ωB97M-V functional and the def2-TZVPD basis.

```
66
Properties=species:S:1:pos:R:3:forces:R:3
Pt -0.263 0.516 0.819 1.04 1.68 -2.04
I -1.242 -2.078 0.055 -0.68 -1.34 -0.31
C 0.710 -2.702 0.454 -0.45 0.75 0.26
C 1.152 -3.894 -0.079 0.53 -0.23 0.10
C 2.453 -4.316 0.205 -0.10 -0.10 -0.12
C 3.276 -3.540 0.987 0.18 -0.01 0.09
C 2.819 -2.325 1.528 0.04 -0.07 -0.08
C 3.678 -1.502 2.312 -0.64 0.06 -0.29
C 3.236 -0.292 2.830 0.40 0.56 0.22
C 1.937 0.118 2.634 3.43 1.22 -1.23
C 1.011 -0.648 1.847 1.41 1.50 -2.62
C 1.499 -1.899 1.271 0.66 -0.89 -1.02
H 0.510 -4.497 -0.707 -0.02 0.03 0.01
H 2.810 -5.250 -0.208 0.02 0.01 0.01
H 4.292 -3.854 1.188 0.02 -0.02 -0.01
H 4.690 -1.837 2.499 0.06 -0.01 0.04
H 3.906 0.316 3.422 0.01 -0.09 0.10
H 1.577 1.023 3.109 -0.17 -0.13 0.09
C -4.866 2.392 -1.908 0.00 0.00 0.00
C -3.699 2.704 -1.019 0.03 -0.01 0.01
C -3.504 3.975 -0.481 0.02 0.03 0.01
C -2.418 4.237 0.336 -0.08 0.01 -0.05
C -1.548 3.198 0.590 0.23 -0.07 0.15
Br -0.054 3.439 1.726 -0.17 0.78 0.11
N -1.701 1.977 0.088 0.27 -0.18 0.19
C -2.761 1.738 -0.698 0.01 -0.04 -0.02
H -5.788 2.792 -1.488 0.00 0.00 0.00
H -4.991 1.319 -2.042 0.00 0.00 -0.01
H -4.730 2.845 -2.891 0.00 0.00 0.00
H -4.212 4.766 -0.697 0.00 0.00 0.00
H -2.254 5.212 0.771 0.01 -0.01 0.00
H -2.857 0.726 -1.070 0.02 0.00 0.00
Br -3.536 1.194 4.227 0.09 -0.12 0.05
C -2.620 -0.257 5.028 -0.22 0.30 -0.12
C -3.170 -0.722 6.211 0.05 -0.06 0.01
C -2.573 -1.766 6.901 -0.03 0.03 -0.01
C -1.411 -2.353 6.423 0.10 -0.04 -0.05
C -0.855 -1.888 5.249 0.00 -0.06 0.10
C -1.448 -0.843 4.528 0.69 -0.16 -0.27
C -0.780 -0.452 3.279 -3.21 2.05 0.14
O 0.364 -0.933 2.981 -3.52 -4.03 5.29
O -1.316 0.389 2.488 0.25 -1.28 1.18
H -4.069 -0.260 6.593 0.00 0.00 -0.02
H -3.022 -2.115 7.822 0.01 0.00 0.00
H -0.942 -3.163 6.963 0.00 0.00 0.00
H 0.052 -2.331 4.864 0.01 -0.06 0.04
N 1.905 -0.732 -9.514 -0.01 -0.01 0.00
C 1.836 -0.460 -8.401 0.02 0.01 0.00
C 1.750 -0.119 -7.007 -0.02 0.00 0.01
C 0.535 -0.245 -6.338 0.02 -0.01 -0.01
C 0.447 0.090 -4.999 -0.04 0.03 -0.03
C 1.580 0.533 -4.335 0.00 0.01 0.06
C 2.796 0.659 -4.987 0.04 -0.06 -0.02
C 2.878 0.338 -6.331 0.00 0.00 0.00
N 1.494 0.868 -2.943 0.07 0.04 -0.13
C 2.185 1.870 -2.300 0.04 0.05 -0.03
C 1.814 1.822 -0.997 0.10 -0.18 0.06
N 0.914 0.788 -0.837 -0.49 0.10 -0.04
C 0.735 0.244 -2.032 0.18 -0.09 0.19
H -0.338 -0.590 -6.874 0.00 0.00 0.00
H -0.509 0.030 -4.494 0.02 0.01 0.02
H 3.682 0.980 -4.457 -0.02 0.01 0.02
H 3.820 0.428 -6.854 0.00 0.00 -0.01
H 2.855 2.532 -2.818 -0.02 -0.01 -0.02
H 2.146 2.427 -0.172 -0.10 0.05 -0.02
H 0.131 -0.620 -2.248 -0.09 0.06 0.00
```
Forces are in eV/Å.

Its charge is +2. The calculation puts the total energy at -196066.534 eV. The gap between HOMO and LUMO (alpha / beta) is 5.20 / 5.20 eV. As for the energy above the lowest of the compared OMol25 structures with the same formula, charge and spin: 280.44 kJ/mol.

Charge distribution, Mulliken scheme, values in e:
1 Pt 0.2647
2 I 0.1505
3 C 0.6813
4 C -0.6282
5 C -0.7928
6 C -0.9404
7 C 0.4899
8 C -0.4416
9 C -1.6107
10 C 0.1778
11 C 0.0180
12 C 0.3034
13 H 0.5040
14 H 0.4508
15 H 0.4802
16 H 0.4940
17 H 0.5130
18 H 0.5220
19 C -1.5145
20 C 0.5879
21 C -0.3335
22 C -0.7372
23 C 0.4814
24 Br -0.0650
25 N -0.3989
26 C -0.2845
27 H 0.3981
28 H 0.3681
29 H 0.3264
30 H 0.4770
31 H 0.4643
32 H 0.3226
33 Br -0.1251
34 C 0.1814
35 C -0.5615
36 C -0.5216
37 C -0.8288
38 C -0.5406
39 C -0.0020
40 C 1.7768
41 O -0.0582
42 O -0.3106
43 H 0.4508
44 H 0.4125
45 H 0.4279
46 H 0.4401
47 N -0.4152
48 C -0.0665
49 C 0.4600
50 C -0.8683
51 C -0.2547
52 C 0.8418
53 C -0.5596
54 C -0.8539
55 N 0.2201
56 C -0.5334
57 C -0.5878
58 N -0.1241
59 C -0.1796
60 H 0.4586
61 H 0.4681
62 H 0.4681
63 H 0.4646
64 H 0.5140
65 H 0.5472
66 H 0.5313

[4]
Here is a cluster of 2 separate species, C4H9NO in total from the Open Molecules 2025 dataset. Energies are from the ωB97M-V functional and the def2-TZVPD basis.

```
15
Properties=species:S:1:pos:R:3:forces:R:3
C -1.345 0.096 1.415 0.59 -0.09 0.88
C -0.182 -0.313 0.905 0.20 -0.13 1.57
N 0.881 0.548 0.634 0.01 0.04 0.13
C 2.097 0.154 0.130 -0.04 -0.19 -0.02
O 2.327 -0.931 -0.360 -0.13 0.41 0.29
H -2.069 -0.635 1.744 -0.12 0.07 -0.23
H -1.585 1.153 1.512 0.09 -0.18 0.18
H 0.025 -1.346 0.634 0.02 0.21 0.42
H 0.795 1.483 1.003 0.18 -0.04 -0.06
H 2.864 0.944 0.239 -0.14 -0.11 -0.16
C -0.739 -0.237 -1.575 -0.55 0.12 -0.43
H -1.182 -0.130 -0.568 0.68 -0.27 -1.83
H 0.226 -0.766 -1.667 -0.57 0.20 0.46
H -0.610 0.781 -1.949 -0.16 -0.12 -0.42
H -1.502 -0.800 -2.097 -0.05 0.08 -0.77
```
Forces are in eV/Å.

The calculation puts the total energy at -7829.984 eV. The gap between HOMO and LUMO is 9.61 eV. Its SMILES is C=CNC=O.C. As for the energy above the lowest of the compared OMol25 structures with the same formula, charge and spin: 225.41 kJ/mol.

Charge distribution, Mulliken scheme, values in e:
1 C -0.7807
2 C -0.3327
3 N -0.0550
4 C 0.0192
5 O -0.5203
6 H 0.2812
7 H 0.2857
8 H 0.4209
9 H 0.2198
10 H 0.3398
11 C -0.9815
12 H 0.2460
13 H 0.2126
14 H 0.2638
15 H 0.3813